Model w:
Computed, not measured: a structure of composition C7H17NO, with ωB97M-V/def2-TZVPD.

Each line ends with the Mulliken charge.
Cartesian coordinates (Å):
H -1.98 -2.17 0.45  0.429
H -0.84 -1.10 1.85  0.145
H 0.35 0.60 -1.24  0.094
H 3.52 -1.07 -1.29  0.300
C 2.47 -0.03 0.42  0.769
H -2.73 1.59 0.92  0.323
C -2.15 1.29 -0.14  -1.321
C -1.37 -0.12 0.03  1.252
H -0.66 -0.63 -2.09  0.415
H 2.94 -2.10 0.18  0.329
H 0.22 0.56 1.25  0.229
H -3.28 -1.11 0.72  0.373
O 1.66 -0.36 1.32  -0.609
H -2.87 -1.58 -1.06  0.368
H 0.44 -1.29 -0.76  0.163
H 3.42 1.82 0.13  0.338
H -1.40 2.23 -0.43  0.196
H 1.73 1.89 -0.09  0.262
H -2.98 1.13 -0.89  0.347
H 2.92 0.86 -1.29  0.261
C -0.31 -0.40 -1.06  -1.035
C -0.85 0.06 1.44  -0.642
H -1.66 1.09 2.03  0.117
C 2.60 1.23 -0.25  -1.003
C -2.48 -1.36 -0.05  -1.494
N 3.27 -1.03 -0.12  -0.607

Output
Lowest unoccupied orbital energy in eV: 0.408
E_HOMO in Eh: -0.33181
Multiplicity: 1
Gap between HOMO and LUMO in eV: 9.4

Model x:
Computed, not measured: a cluster of 2 separate species, C7H17NO in total, with ωB97M-V/def2-TZVPD.

Each line ends with the Mulliken charge.
Cartesian coordinates (Å):
C 1.97 -1.02 0.94  -1.389
H 3.55 0.83 -0.40  0.364
C -2.27 0.91 1.66  -0.771
H -2.17 0.16 -2.04  0.255
H 0.11 -2.61 -0.53  0.403
C -0.72 -1.91 -0.52  -1.401
H -1.29 -0.95 -3.10  0.350
N -1.35 1.61 0.78  -0.426
H 1.13 -1.60 1.31  0.314
H 2.73 1.77 0.84  0.346
H -0.68 0.70 -2.84  0.330
H -3.23 1.43 1.67  0.364
H -1.55 -2.38 -1.04  0.368
H 2.67 -1.69 0.42  0.294
H -2.45 -0.09 1.27  0.219
C -1.17 -0.15 -2.36  -1.334
H -1.22 2.57 1.08  0.268
H 2.49 -0.64 1.82  0.406
H -1.90 0.82 2.70  0.260
H 2.25 1.94 -0.85  0.341
C 1.56 0.14 0.09  0.704
C 2.58 1.23 -0.10  -1.501
H -1.01 -1.74 0.53  0.266
H -0.40 1.21 0.83  0.106
C -0.36 -0.62 -1.19  1.062
O 0.72 0.05 -0.98  -0.199

Output
Lowest unoccupied orbital energy (spin up / spin down) in eV: 0.786 / 0.929
E_HOMO (spin up / spin down) in Eh: -0.22896 / -0.24539
Multiplicity: 1
Gap between HOMO and LUMO (spin up / spin down) in eV: 7.0 / 7.6

Model y:
Computed, not measured: a cluster of 2 separate species, C7H17NO in total, with ωB97M-V/def2-TZVPD.

Each line ends with the Mulliken charge.
Cartesian coordinates (Å):
H -0.02 -0.02 -3.50  0.332
C 2.11 1.50 -1.77  -0.933
H -0.07 -1.46 -0.01  0.185
H 2.46 2.31 -1.12  0.279
C 1.71 -0.81 -1.06  0.703
C -0.15 0.74 -1.45  -0.313
C 1.00 -1.63 0.00  -0.995
C -2.33 -0.54 2.76  -0.350
H -2.84 0.40 2.54  0.255
H 1.54 1.78 -2.66  0.281
O 2.50 -1.28 -1.84  -0.563
H -0.78 -0.08 -1.10  0.099
H -0.44 1.67 -3.53  0.416
C -1.35 -0.31 3.90  -0.866
H -1.61 0.67 -2.97  0.386
H -1.23 -1.15 4.59  0.281
H -1.76 -0.85 1.88  -0.141
N 1.24 0.54 -1.07  0.010
H 1.39 -2.65 0.18  0.385
H -0.34 -0.18 3.51  0.241
H -3.05 -1.33 2.94  0.304
H -1.46 0.63 4.44  0.306
C -0.53 0.75 -2.94  -1.283
H 3.13 1.11 -1.86  0.355
H 1.34 -1.44 1.03  0.272
H -0.47 1.65 -0.90  0.355

Output
Lowest unoccupied orbital energy in eV: 0.837
E_HOMO in Eh: -0.33307
Multiplicity: 1
Gap between HOMO and LUMO in eV: 9.9
Structure (SMILES): CCN(C)C(C)=O.CC

model y (1.868 eV below the next structure)

Model w:
Computed, not measured: the ion C2H4N3S with charge +1, with ωB97M-V/def2-TZVPD.

Each line ends with the Mulliken charge.
Cartesian coordinates (Å):
H 0.00 0.24 2.81  0.441
H -2.01 -0.89 -1.17  0.377
N 1.23 0.35 -1.31  -0.379
C -1.42 -0.50 -0.36  -0.094
S -1.83 -0.37 1.17  0.123
C -0.17 0.12 1.76  -0.078
N 0.74 0.15 0.90  -0.223
H 1.36 1.35 -1.39  0.248
H 1.44 -0.24 -2.11  0.266
N 0.67 -0.20 -0.30  0.319

Output
Charge: +1
Lowest unoccupied orbital energy in eV: -5.646
E_HOMO in Eh: -0.51249
Multiplicity: 1
Gap between HOMO and LUMO in eV: 8.3

Model x:
Computed, not measured: the ion C2H4N3S with charge +1, with ωB97M-V/def2-TZVPD.

Each line ends with the Mulliken charge.
Cartesian coordinates (Å):
C -1.23 1.13 0.00  -0.234
S 0.36 1.40 -0.06  0.349
N -1.01 -1.27 0.00  -0.271
H -2.79 -0.56 -0.08  0.384
H 2.38 -1.09 0.85  0.274
H 2.81 -0.57 -0.79  0.276
H -1.92 1.92 0.21  0.406
N 0.95 -0.11 -0.09  -0.016
C -1.72 -0.25 -0.03  0.192
N 2.16 -0.59 0.00  -0.361

Output
Charge: +1
Lowest unoccupied orbital energy (spin up / spin down) in eV: -6.593 / -6.150
E_HOMO (spin up / spin down) in Eh: -0.51726 / -0.52936
Multiplicity: 1
Gap between HOMO and LUMO (spin up / spin down) in eV: 7.5 / 8.3

model w (0.702 eV below the next structure)

Model w:
Computed, not measured: the ion C8H15N2O3 with charge +1, with ωB97M-V/def2-TZVPD.

Each line ends with the Mulliken charge.
Cartesian coordinates (Å):
H 3.30 -0.39 -1.30  0.329
H 1.65 -1.20 1.20  0.465
H -3.56 1.29 -0.92  0.311
O -1.96 0.40 0.09  -0.316
C 1.10 -0.56 -1.55  -0.507
C -0.78 -1.73 -0.01  0.343
H 2.14 1.66 0.48  0.277
H 3.14 0.55 1.16  0.447
H -2.01 -1.34 -1.61  0.225
H 0.68 -0.26 -2.51  0.303
H -0.55 -0.13 2.23  0.308
H 1.15 0.25 2.89  0.433
C 0.43 0.43 2.04  -1.424
H 1.36 -1.68 -1.54  0.370
C -3.08 1.28 0.06  -0.824
H 0.27 1.50 1.84  0.441
N 0.18 -0.47 -0.27  0.435
H -3.67 0.89 0.79  0.340
O -0.36 1.93 -0.60  -0.368
C 1.14 -0.21 0.89  0.109
H -2.75 2.24 0.37  0.352
C -0.77 0.90 -0.26  0.514
H -2.21 -2.88 -0.86  0.302
N -1.64 -2.06 -1.06  -0.343
C 2.30 0.56 0.39  -0.821
H 2.80 1.13 -1.78  0.345
C 2.40 0.24 -1.16  -0.633
O -0.70 -2.32 0.98  -0.414

Output
Charge: +1
Lowest unoccupied orbital energy in eV: -2.749
E_HOMO in Eh: -0.53919
Multiplicity: 1
Gap between HOMO and LUMO in eV: 11.9
Structure (SMILES): COC(=O)[N@@+]1(C(N)=O)CCC[C@H]1C

Model x:
Computed, not measured: the ion C8H15N2O3 with charge +1, with ωB97M-V/def2-TZVPD.

Each line ends with the Mulliken charge.
Cartesian coordinates (Å):
O -0.48 1.76 -1.11  -0.427
C -0.74 -1.78 -0.12  0.268
C 2.15 0.67 0.32  -1.026
H 1.62 -1.72 -1.32  0.378
H 1.50 -1.28 0.99  0.479
H 0.99 0.83 2.62  0.488
C -0.78 0.80 -0.53  0.386
H -3.72 1.13 -0.21  0.302
H -0.20 -0.58 2.56  0.317
H 0.69 -0.50 -2.32  0.321
H 1.98 1.66 0.30  0.433
C -2.80 1.51 0.45  -0.732
H 3.19 -0.23 -1.26  0.398
H 3.00 0.42 0.84  0.574
N 0.13 -0.44 -0.28  0.641
C 1.04 -0.24 0.92  0.161
O -1.82 0.50 0.22  -0.296
H -2.05 -1.44 -1.61  0.195
H -2.30 2.50 0.05  0.330
O -0.67 -2.38 0.91  -0.442
H 2.26 1.08 -1.72  0.330
C 1.11 -0.66 -1.41  -0.664
H -0.58 1.13 1.87  0.219
H -1.56 -2.99 -1.47  0.303
C 2.31 0.25 -1.13  -0.671
H -3.14 1.61 1.57  0.254
C 0.20 0.39 2.08  -1.244
N -1.34 -2.02 -1.24  -0.275

Output
Charge: +1
Lowest unoccupied orbital energy in eV: -2.906
E_HOMO in Eh: -0.55508
Multiplicity: 1
Gap between HOMO and LUMO in eV: 12.2
Structure (SMILES): COC(=O)[N@@+]1(C(N)=O)CCC[C@H]1C

model w (0.646 eV below the next structure)

Model w:
Computed, not measured: an isolated molecule of C3H9N3O2, with ωB97M-V/def2-TZVPD.

Each line ends with the Mulliken charge.
Cartesian coordinates (Å):
C 1.39 -0.78 -0.09  -0.299
H -3.38 -1.86 -0.54  0.224
N -2.81 -1.01 -0.13  -0.826
C -0.91 0.12 -0.16  0.479
H -0.15 2.65 0.44  0.385
O 0.42 0.21 -0.16  -0.243
H 3.15 0.80 -0.59  0.371
H 3.05 0.27 0.92  0.343
N -1.38 1.42 0.23  -0.276
H 1.11 -1.48 0.83  0.273
H -3.35 -0.62 0.91  0.232
O -0.70 2.48 -0.38  -0.379
N -1.46 -0.94 -0.20  -0.044
H 1.17 -1.56 -0.94  0.274
H 3.57 -0.93 -0.16  0.271
C 2.77 -0.04 -0.06  -1.099
H -2.48 1.27 0.08  0.313

Output
Lowest unoccupied orbital energy in eV: 0.920
E_HOMO in Eh: -0.29711
Multiplicity: 1
Gap between HOMO and LUMO in eV: 9.0
Structure (SMILES): CCO/C(=N/N)NO

Model x:
Computed, not measured: an isolated molecule of C3H9N3O2, with ωB97M-V/def2-TZVPD.

Each line ends with the Mulliken charge.
Cartesian coordinates (Å):
C 0.71 -0.32 -0.11  0.392
O -0.72 1.74 0.18  -0.499
H -3.17 0.59 0.44  0.410
H -0.96 -1.46 -1.26  0.236
H -1.24 -0.16 1.45  0.346
C -0.50 -1.31 -0.23  -0.418
H 1.21 1.79 -0.42  0.317
N 1.94 -0.86 -0.15  -0.394
H -1.47 1.16 -0.21  0.487
H 2.46 0.38 1.23  0.259
H -2.39 -1.65 0.89  0.388
N 2.95 0.17 0.16  -0.654
H -0.15 -2.25 0.11  0.328
N 0.47 1.03 -0.38  -0.197
O -2.54 0.01 -0.31  -0.619
C -1.79 -0.77 0.52  -0.661
H 3.74 -0.34 0.34  0.279

Output
Lowest unoccupied orbital energy in eV: 0.255
E_HOMO in Eh: -0.29882
Multiplicity: 1
Gap between HOMO and LUMO in eV: 8.4
Structure (SMILES): N/N=C(/CCO)NO

model x (0.279 eV below the next structure)

Model w:
Computed, not measured: a structure of composition C3H9N3O2, with ωB97M-V/def2-TZVPD.

Each line ends with the Mulliken charge.
Cartesian coordinates (Å):
O 0.22 -0.11 1.19  -0.823
H -1.62 1.43 0.94  0.296
H 1.82 1.69 1.16  0.233
O -0.34 0.66 -1.03  -0.647
H -2.43 1.47 -0.75  0.265
H 0.02 1.41 -1.52  0.282
H 2.63 1.18 -0.29  0.249
H -1.92 -0.85 0.96  0.316
C 1.49 -2.06 -0.18  -0.321
C -1.96 0.91 0.05  -0.131
H -2.67 -0.86 -0.56  0.261
N 1.62 -0.88 -0.60  -0.560
H 2.01 -2.85 -0.71  0.273
N -2.44 -0.32 0.27  -0.391
H 0.88 -2.31 0.69  0.220
N 1.78 1.30 0.23  -0.581
C 0.90 0.18 0.15  1.057

Output
Lowest unoccupied orbital energy in eV: 0.865
E_HOMO in Eh: -0.31673
Multiplicity: 1
Gap between HOMO and LUMO in eV: 9.5

Model x:
Computed, not measured: a cluster of 4 separate species, C3H9N3O2 in total, with ωB97M-V/def2-TZVPD.

Each line ends with the Mulliken charge.
Cartesian coordinates (Å):
H 2.07 -1.06 0.16  0.242
H 3.10 1.08 1.30  0.321
H 3.26 0.89 -1.20  0.235
H 0.70 0.25 -1.69  0.332
H -2.14 -1.59 0.06  0.501
N 1.13 1.01 0.49  0.216
H -2.30 -0.32 -0.89  0.204
C -2.31 -0.63 0.32  -0.950
H 0.07 1.14 2.24  0.413
N -0.17 0.01 -1.27  -0.232
C 2.51 0.40 0.16  -0.751
O 1.00 1.37 1.73  -0.565
H -1.57 -1.37 -1.65  0.313
C -0.11 0.37 0.05  0.461
O -0.63 -1.39 -1.48  -0.440
H -3.45 -0.42 0.72  0.262
N -1.17 0.24 0.94  -0.561

Output
Lowest unoccupied orbital energy in eV: -0.139
E_HOMO in Eh: -0.30093
Multiplicity: 1
Gap between HOMO and LUMO in eV: 8.0

model w (10.050 eV below the next structure)